{
  "formula": "C15H30F9NaO15S3",
  "method": "ωB97M-V/def2-TZVPD",
  "charge": -2,
  "e_above_lowest_kcal_mol": 0.0,
  "orbital_gap_ev": 7.6,
  "lumo_ha": 0.1272,
  "species": ["Na", "C", "F", "F", "F", "S", "O", "O", "O", "C", "F", "F", "F", "S", "O", "O", "O", "C", "F", "F", "F", "S", "O", "O", "O", "C", "O", "C", "C", "O", "C", "H", "H", "H", "H", "H", "H", "H", "H", "H", "H", "C", "O", "C", "C", "O", "C", "H", "H", "H", "H", "H", "H", "H", "H", "H", "H", "C", "O", "C", "C", "O", "C", "H", "H", "H", "H", "H", "H", "H", "H", "H", "H"],
  "positions_angstrom": [[-1.048, 0.424, -0.234], [-2.817, 2.120, 3.584], [-3.065, 2.839, 4.690], [-2.567, 0.849, 3.982], [-3.917, 2.049, 2.814], [-1.364, 2.812, 2.606], [-1.177, 1.794, 1.578], [-1.904, 4.077, 2.138], [-0.260, 2.884, 3.552], [1.836, -2.380, -2.175], [2.033, -3.357, -1.287], [2.508, -2.653, -3.281], [0.540, -2.348, -2.484], [2.284, -0.655, -1.436], [1.228, -0.418, -0.452], [3.559, -0.891, -0.808], [2.323, 0.264, -2.558], [-2.686, -1.071, -4.257], [-2.916, -1.294, -5.546], [-3.886, -0.768, -3.722], [-2.250, -2.184, -3.685], [-1.499, 0.338, -4.017], [-1.428, 0.493, -2.569], [-0.275, -0.138, -4.619], [-2.131, 1.461, -4.688], [-4.750, 0.868, -0.911], [-3.856, 0.202, -0.056], [-4.216, -1.100, 0.275], [-3.233, -1.692, 1.276], [-1.926, -1.820, 0.696], [-1.773, -3.085, 0.070], [-5.714, 0.989, -0.397], [-4.867, 0.385, -1.884], [-4.357, 1.874, -1.058], [-4.303, -1.803, -0.562], [-5.194, -1.108, 0.783], [-3.597, -2.667, 1.613], [-3.098, -1.082, 2.170], [-1.835, -3.904, 0.797], [-0.776, -3.114, -0.367], [-2.557, -3.206, -0.682], [1.202, -0.220, 3.060], [2.286, -1.134, 3.019], [1.831, -2.413, 2.636], [3.016, -3.373, 2.593], [3.951, -2.980, 1.641], [4.738, -4.026, 1.147], [0.575, -0.359, 3.950], [0.528, -0.297, 2.201], [1.588, 0.794, 3.110], [1.346, -2.424, 1.654], [1.083, -2.707, 3.385], [2.660, -4.402, 2.438], [3.489, -3.419, 3.586], [5.068, -4.663, 1.982], [5.624, -3.638, 0.652], [4.168, -4.654, 0.454], [4.794, 3.839, -0.678], [3.464, 4.124, -1.003], [2.505, 3.360, -0.276], [1.353, 3.018, -1.151], [0.468, 4.133, -1.301], [-0.762, 3.769, -1.873], [5.144, 2.838, -0.950], [4.970, 3.989, 0.394], [5.417, 4.536, -1.242], [2.205, 3.944, 0.604], [2.962, 2.423, 0.066], [0.774, 2.218, -0.675], [1.769, 2.691, -2.105], [-1.199, 4.602, -2.431], [-1.422, 3.394, -1.087], [-0.666, 3.049, -2.691]],
  "mulliken_charge": [1.129, 0.538, -0.237, -0.248, -0.233, 1.106, -0.868, -0.710, -0.702, 0.332, -0.222, -0.242, -0.176, 1.191, -0.416, -0.679, -0.686, 0.555, -0.251, -0.280, -0.218, 1.082, -0.682, -0.705, -0.691, -0.729, 0.225, -0.546, -0.706, 0.187, -0.688, 0.305, 0.216, 0.151, 0.294, 0.358, 0.436, 0.176, 0.290, -0.014, 0.285, -0.567, -0.430, 0.067, -0.858, -0.131, -0.903, 0.415, 0.131, 0.293, -0.033, 0.381, 0.403, 0.331, 0.374, 0.239, 0.289, -0.770, -0.345, -0.574, 0.530, -0.498, -0.446, 0.280, 0.323, 0.249, 0.310, 0.383, -0.309, 0.317, 0.343, 0.124, 0.156]
}



{
  "formula": "C15H30FNO6S",
  "method": "ωB97M-V/def2-TZVPD",
  "charge": -2,
  "orbital_gap_ev": 5.2,
  "lumo_ha": 0.1527,
  "species": ["O", "C", "O", "C", "N", "S", "O", "O", "F", "C", "O", "O", "H", "H", "C", "C", "C", "C", "C", "C", "H", "H", "H", "H", "H", "H", "H", "H", "H", "H", "H", "H", "H", "H", "C", "C", "C", "C", "C", "C", "H", "H", "H", "H", "H", "H", "H", "H", "H", "H", "H", "H", "H", "H"],
  "positions_angstrom": [[-1.206, -2.124, -3.470], [-0.501, -1.424, -2.728], [0.302, -0.491, -3.285], [-0.429, -1.606, -1.143], [0.470, -0.534, -0.651], [1.213, -0.867, 0.810], [2.645, -1.049, 0.599], [1.074, 0.280, 1.703], [0.708, -2.251, 1.490], [-1.843, -1.640, -0.445], [-2.878, -1.716, -1.122], [-1.952, -1.630, 0.849], [0.041, -2.615, -1.006], [0.032, 0.387, -0.660], [-2.362, 0.808, -4.478], [-2.512, 2.322, -4.598], [-2.870, 2.782, -6.012], [-1.821, 2.462, -7.080], [-0.429, 3.032, -6.811], [-0.401, 4.556, -6.764], [-1.555, 0.425, -5.102], [-2.132, 0.535, -3.450], [-3.290, 0.306, -4.766], [-1.592, 2.808, -4.257], [-3.304, 2.648, -3.916], [-3.057, 3.863, -5.995], [-3.818, 2.319, -6.309], [-2.182, 2.845, -8.044], [-1.742, 1.379, -7.199], [0.243, 2.696, -7.608], [-0.025, 2.627, -5.880], [-0.758, 4.981, -7.707], [0.618, 4.911, -6.597], [-1.023, 4.945, -5.956], [3.169, -3.294, 7.762], [3.176, -2.629, 6.389], [2.797, -1.150, 6.436], [1.381, -0.859, 6.940], [0.261, -1.536, 6.149], [0.197, -1.086, 4.693], [2.175, -3.276, 8.214], [3.473, -4.341, 7.677], [3.866, -2.794, 8.440], [2.511, -3.174, 5.715], [4.182, -2.716, 5.966], [2.922, -0.724, 5.437], [3.509, -0.619, 7.079], [1.224, 0.226, 6.919], [1.300, -1.153, 7.993], [-0.694, -1.299, 6.630], [0.364, -2.625, 6.194], [0.045, -0.007, 4.625], [-0.632, -1.576, 4.181], [1.110, -1.337, 4.152]],
  "mulliken_charge": [-0.697, 0.242, -0.778, 0.091, -0.177, 1.273, -0.698, -0.679, -0.217, 0.488, -0.685, -0.729, 0.277, 0.349, -0.863, -0.417, -0.745, -0.758, -0.316, -1.188, 0.317, 0.133, 0.250, 0.183, 0.390, 0.295, 0.374, 0.401, 0.350, 0.354, 0.260, 0.276, 0.382, 0.279, -1.201, -0.319, -0.732, -0.747, -0.429, -0.998, 0.282, 0.379, 0.281, 0.255, 0.360, 0.342, 0.384, 0.370, 0.313, 0.354, 0.247, 0.287, 0.441, 0.115]
}



{
  "formula": "C15H30IN2O3Si2",
  "method": "ωB97M-V/def2-TZVPD",
  "charge": 1,
  "orbital_gap_ev": 7.3,
  "lumo_ha": -0.1247,
  "species": ["C", "C", "C", "O", "O", "C", "C", "C", "C", "C", "C", "Si", "O", "Si", "I", "H", "H", "H", "H", "H", "H", "H", "H", "H", "H", "H", "H", "H", "H", "H", "H", "H", "H", "H", "C", "C", "N", "C", "C", "N", "C", "C", "H", "H", "H", "H", "H", "H", "H", "H", "H", "H", "H"],
  "positions_angstrom": [[3.376, 1.499, 1.758], [2.781, 0.959, 0.471], [1.655, 1.971, -0.236], [1.578, 2.151, -1.572], [0.749, 2.681, 0.727], [-0.551, 2.673, 0.037], [-1.841, 2.979, 1.054], [-2.926, 3.820, 0.140], [-4.322, 4.194, 0.913], [-5.424, 2.979, 0.979], [-6.498, 3.104, -0.281], [-7.565, 1.473, -0.407], [-6.812, 0.078, 0.362], [-7.708, -0.439, 1.796], [-7.028, 0.873, 3.833], [4.474, 1.936, 1.830], [2.625, 1.492, 2.683], [3.066, -0.098, 0.041], [-0.543, 3.552, -0.769], [-0.786, 1.680, -0.553], [-1.424, 3.587, 1.979], [-2.230, 1.945, 1.441], [-2.383, 4.838, -0.154], [-3.064, 3.234, -0.873], [-4.843, 5.117, 0.363], [-4.148, 4.547, 2.038], [-6.057, 3.156, 1.975], [-4.970, 1.900, 0.955], [-7.185, 4.037, -0.012], [-5.946, 3.378, -1.278], [-8.944, 1.717, 0.008], [-7.611, 1.161, -1.857], [-7.245, -1.822, 2.077], [-9.173, -0.442, 1.594], [6.209, -1.746, -2.541], [5.168, -2.049, -1.480], [5.371, -3.363, -0.860], [5.443, -3.619, 0.502], [5.571, -4.973, 0.643], [5.580, -5.508, -0.633], [5.460, -4.522, -1.531], [5.694, -6.919, -0.979], [6.192, -2.495, -3.339], [6.021, -0.768, -2.992], [7.215, -1.743, -2.109], [4.164, -2.043, -1.916], [5.201, -1.280, -0.700], [5.383, -2.801, 1.199], [5.651, -5.629, 1.493], [5.434, -4.643, -2.609], [6.601, -7.066, -1.572], [4.817, -7.211, -1.564], [5.746, -7.530, -0.073]],
  "mulliken_charge": [-0.477, -0.374, 0.664, -0.525, -0.278, -0.410, -0.369, -0.609, -0.651, -0.265, -0.750, 0.488, -0.338, 0.429, -0.091, 0.257, 0.248, 0.254, 0.235, 0.297, 0.247, 0.246, 0.335, 0.267, 0.298, 0.311, 0.085, 0.320, 0.329, 0.313, -0.120, -0.173, -0.123, -0.076, -1.273, -0.166, 0.222, -0.301, -0.400, 0.070, -0.170, -0.789, 0.372, 0.379, 0.352, 0.297, 0.187, 0.455, 0.421, 0.374, 0.342, 0.342, 0.289]
}



{
  "formula": "C15H30N2O3OsP2",
  "method": "ωB97M-V/def2-TZVPD",
  "charge": 0,
  "spin_multiplicity": 5,
  "orbital_gap_ev": [4.4, 7.9],
  "lumo_ha": [0.0136, -0.0060],
  "species": ["Os", "P", "P", "N", "H", "C", "H", "H", "H", "C", "H", "H", "H", "C", "H", "H", "H", "C", "H", "H", "H", "C", "H", "H", "H", "C", "H", "H", "H", "C", "C", "C", "C", "C", "C", "H", "H", "H", "H", "H", "C", "O", "C", "H", "H", "H", "C", "H", "H", "H", "O", "N", "O"],
  "positions_angstrom": [[-0.363, 0.173, 0.019], [-2.406, 0.458, -0.659], [2.701, -0.119, 1.177], [-0.112, -1.332, -0.865], [0.007, 1.327, -1.087], [-2.747, 1.653, -2.004], [-3.819, 1.718, -2.253], [-2.194, 1.327, -2.896], [-2.391, 2.653, -1.714], [-3.549, 0.999, 0.672], [-4.576, 1.150, 0.309], [-3.195, 1.935, 1.124], [-3.569, 0.222, 1.446], [-3.174, -1.106, -1.216], [-4.232, -0.969, -1.475], [-3.090, -1.832, -0.396], [-2.622, -1.475, -2.091], [4.039, 0.632, 0.240], [4.988, 0.278, 0.651], [3.981, 1.727, 0.314], [3.909, 0.362, -0.822], [2.627, 0.154, 2.938], [3.617, -0.011, 3.378], [1.912, -0.568, 3.362], [2.289, 1.166, 3.189], [2.764, -1.864, 0.879], [3.760, -2.163, 1.270], [2.684, -2.093, -0.203], [1.959, -2.380, 1.442], [0.052, -2.505, -1.491], [0.392, -3.806, -3.586], [0.404, -2.588, -2.895], [-0.210, -3.759, -0.825], [-0.218, -4.980, -1.520], [0.084, -4.989, -2.893], [0.624, -3.811, -4.663], [0.625, -1.628, -3.370], [-0.451, -3.681, 0.237], [-0.460, -5.904, -0.979], [0.082, -5.934, -3.432], [-0.691, 2.774, 1.772], [-0.633, 1.495, 1.656], [-0.918, 3.656, 0.598], [-0.540, 4.674, 0.779], [-1.993, 3.757, 0.352], [-0.386, 3.256, -0.278], [-0.398, 3.473, 3.046], [0.494, 4.112, 2.929], [-0.204, 2.783, 3.861], [-1.217, 4.134, 3.358], [2.582, 3.474, 1.586], [2.232, 3.281, 0.473], [1.546, 0.694, 0.561]],
  "lowdin_spin": [1.003, 0.042, 0.010, 0.438, 0.005, 0.000, 0.000, 0.000, 0.001, 0.000, -0.001, 0.001, 0.001, 0.011, 0.001, 0.001, 0.001, 0.008, 0.001, 0.006, 0.000, 0.003, 0.000, 0.001, 0.002, 0.005, 0.001, 0.001, 0.002, 0.048, -0.009, 0.103, 0.105, -0.010, 0.108, -0.003, 0.005, 0.008, -0.003, 0.007, 0.247, 0.213, 0.068, 0.005, 0.021, 0.016, 0.039, 0.012, 0.001, 0.009, 0.540, 0.880, 0.048]
}



Number 1: total energy -3973.94656 a.u.. Number 2: total energy -1593.79266 a.u.. Number 3: total energy -1801.01873 a.u.. Number 4: total energy -1697.99900 a.u..